Entry 1:
C6H5N2O6Sn | ωB97M-V with the def2-TZVPD basis set

The geometry in XYZ format:
```
20
Properties=species:S:1:pos:R:3:forces:R:3:lowdin_charge:R:1
O -0.0109 2.0196 -3.7182 0.0 0.3 -0.2 0.37
C -0.0074 1.3604 -2.8307 0.0 1.1 -1.4 0.02
Sn -0.0003 -0.2103 -1.2850 0.0 0.0 3.4 1.11
O -0.0104 2.4544 0.9031 0.0 1.7 1.5 0.31
C -0.0101 1.6803 0.1187 0.0 -0.5 -2.2 -0.04
C 0.0113 -1.8318 -2.7084 -0.1 -1.3 0.8 -0.21
O -0.0884 -2.8935 -2.1910 0.2 0.8 -2.0 0.16
C 2.0573 -0.2326 -1.2988 10.9 0.7 -0.1 0.02
O 3.2063 -0.2801 -1.4612 -6.0 -0.1 0.7 0.34
C -2.0560 -0.2494 -1.2956 -10.9 0.5 -0.1 0.03
O -3.2046 -0.3109 -1.4583 6.1 0.0 0.7 0.34
H 0.1087 -1.2959 -3.6894 0.0 -1.7 -0.4 0.13
N 1.1875 -0.0671 2.8074 -1.5 0.5 0.9 0.28
C 0.0009 -0.0116 2.2153 0.0 -1.7 1.0 -0.56
N -1.1824 0.1140 2.8043 1.5 0.2 0.7 0.28
O -0.0008 -0.2325 0.9540 -0.1 -0.5 -3.2 -0.20
H 1.2065 -0.0923 3.8236 0.6 0.2 -0.2 0.17
H 2.0148 -0.1589 2.2445 0.2 -0.2 0.3 0.15
H -2.0176 0.1483 2.2441 -0.1 -0.2 0.3 0.15
H -1.2043 0.0899 3.8217 -0.6 0.3 -0.2 0.17
```
Positions in Å, forces in eV/Å.

Computed properties:
F_max	10.920	eV/Å
LUMO level	-13.81	eV
HOMO energy	-21.62	eV
ΔE to the lowest compared entry with this formula, charge and spin	56.9	kcal per mole
net charge	+3
electronic energy	-1005.50079	hartree

---

Entry 2:
C5H29NO10 | ωB97M-V with the def2-TZVPD basis set

The geometry in XYZ format:
```
45
Properties=species:S:1:pos:R:3:forces:R:3:lowdin_charge:R:1
C -3.5250 0.8395 0.8170 0.6 0.9 0.9 -0.11
N -2.6946 1.4058 -0.2402 -1.1 -1.1 -0.7 -0.04
C -2.6543 0.6151 -1.4157 0.9 0.3 2.2 -0.35
C -3.4888 -0.4195 -1.5887 0.7 -1.0 -1.3 0.03
C -1.4319 0.4701 -3.5373 1.0 0.4 -0.6 0.00
C -1.4246 0.7695 -2.2470 -1.7 -0.1 -0.4 -0.14
H -4.5262 1.2871 0.7965 0.1 -0.3 0.1 0.09
H -3.5800 -0.2480 0.8136 0.0 0.0 -0.2 0.07
H -3.0227 1.0699 1.7718 -0.5 0.2 -0.2 0.07
H -1.8387 1.7791 0.1217 0.3 -0.2 -0.5 0.08
H -4.1052 -0.9738 -0.9033 -0.5 0.8 0.3 0.05
H -3.2724 -1.0338 -2.4543 -0.1 0.1 -0.2 0.05
H -2.2745 0.2414 -4.1708 -0.5 -0.1 0.5 0.07
H -0.5133 0.4930 -4.1039 0.3 0.1 0.0 0.05
H -0.5216 1.0152 -1.7019 -0.1 0.2 -0.1 0.08
H -1.3449 2.9284 3.9829 -0.4 -0.1 -0.6 0.03
H -0.9274 1.8620 2.8382 -0.6 0.1 -0.1 -0.02
O -0.7325 2.2550 3.6888 0.9 -0.2 0.7 -0.05
H 3.7336 -0.9321 -1.9590 0.3 1.2 0.0 0.06
H 2.7542 -1.6490 -1.3157 -0.5 0.5 0.9 0.02
O 3.0060 -0.6999 -1.3578 0.3 -1.8 -0.9 -0.06
H 0.9859 -1.2938 3.4564 -0.2 -0.1 -0.1 0.02
H 0.3721 -0.9080 4.8270 -0.1 0.0 -0.2 0.04
O 1.1974 -1.0281 4.3518 0.5 0.1 0.2 -0.04
H 2.0133 -4.1825 -0.3533 0.5 -0.2 0.1 0.05
H 1.5092 -2.7877 -0.3884 -0.2 0.2 0.2 -0.01
O 2.2062 -3.3197 0.0253 0.3 0.3 -0.9 -0.05
H 2.1789 2.4422 -3.3836 -0.3 -0.3 -0.1 0.04
H 1.4067 1.6011 -2.3054 0.2 -0.2 -0.2 0.00
O 1.9047 2.4039 -2.4644 0.2 0.7 -0.2 -0.05
H 0.2843 -4.5063 0.3748 0.3 0.1 -0.5 0.00
H -0.0489 -3.0612 0.9270 0.2 -0.1 -0.5 0.01
O -0.1412 -4.0047 1.0514 -1.4 -0.3 1.4 -0.04
H 2.7978 1.6205 1.7785 -0.6 0.1 0.8 0.00
H 2.4041 0.7360 3.1499 -0.1 0.7 0.0 0.02
O 2.7464 0.7792 2.2539 0.4 -1.2 -0.4 -0.08
H 3.1592 2.7429 -0.2989 -0.7 0.3 -0.3 0.07
H 3.4586 1.3513 -0.0122 -0.5 -0.7 0.0 0.05
O 2.6915 1.9419 -0.0269 1.2 0.5 0.3 -0.07
H 0.7332 -0.7014 -0.8593 0.1 0.2 -0.8 0.01
H -0.1041 -1.4311 -2.0025 0.2 0.4 -0.1 0.06
O 0.0401 -1.3378 -1.0573 0.2 -1.1 0.9 -0.04
H 0.2798 1.3986 1.0556 0.4 -0.1 0.1 0.04
H 0.5012 -0.0887 0.9550 0.1 0.0 0.4 0.02
O -0.1918 0.5586 1.1108 -0.2 0.4 -0.1 -0.04
```
Positions in Å, forces in eV/Å.

Computed properties:
F_max	2.345	eV/Å
structure (SMILES)	C=CC(=C)NC.O.O.O.O.O.O.O.O.O.O
LUMO level	-0.06	eV
HOMO energy	-7.95	eV
ΔE to the lowest compared entry with this formula, charge and spin	132.4	kcal per mole
electronic energy	-1014.93902	hartree

---

Entry 3:
C3H10O2S | ωB97M-V with the def2-TZVPD basis set

The geometry in XYZ format:
```
16
Properties=species:S:1:pos:R:3:forces:R:3:lowdin_charge:R:1
O -1.3067 0.1850 0.2685 0.6 0.2 0.6 -0.10
S 1.5588 -0.8965 -0.7744 -0.8 0.4 0.6 0.78
C 2.8346 -0.1068 -1.7397 0.8 -0.1 -0.5 -0.46
C -0.1643 0.2983 1.1453 0.7 1.0 -0.3 -0.32
C 1.1237 0.5059 0.3398 0.4 -0.1 -0.6 -0.49
H -1.3180 1.0122 -0.2568 0.0 -0.8 0.4 0.09
H 2.6806 0.9706 -1.9189 -0.2 -0.5 0.1 0.04
H 2.8030 -0.6326 -2.7088 0.2 0.4 0.3 0.03
H 3.8334 -0.2500 -1.2942 -0.4 0.1 -0.2 0.03
H -0.0234 -0.5236 1.8734 -0.8 0.1 -0.7 0.12
H -0.2457 1.2433 1.7160 -0.2 -0.5 0.2 0.11
H 2.0216 0.7050 0.9559 -0.7 0.0 0.0 0.08
H 0.9584 1.3875 -0.3090 0.2 -0.3 0.2 0.07
O -5.3017 -1.3931 0.9749 1.1 0.3 -0.2 -0.09
H -4.7527 -1.6676 0.2058 -0.5 0.3 0.9 0.05
H -4.7016 -0.8377 1.5223 -0.6 -0.6 -0.7 0.04
```
Positions in Å, forces in eV/Å.

Computed properties:
F_max	1.300	eV/Å
structure (SMILES)	CSCCO.O
LUMO level	0.69	eV
HOMO energy	-8.59	eV
ΔE to the lowest compared entry with this formula, charge and spin	8.9	kcal per mole
electronic energy	-668.93610	hartree